(i)
{"formula": "C22H24ClN4O2PPdS5", "method": "the ωB97M-V functional and the def2-TZVPD basis", "gap_ev": [7.1, 6.1], "charge": -1, "spin_multiplicity": 2, "e_lumo_ev": [2.370, 1.415], "e_homo_ev": [-4.705, -4.714], "s_squared": 0.792, "species": ["Pd", "S", "C", "C", "C", "C", "N", "C", "C", "C", "S", "C", "N", "H", "H", "C", "C", "O", "P", "S", "S", "O", "C", "C", "H", "H", "H", "H", "H", "H", "H", "H", "H", "H", "S", "C", "N", "C", "C", "N", "H", "H", "H", "H", "H", "H", "Cl", "C", "C", "C", "C", "C", "C", "C", "H", "H", "H", "H", "H", "H"], "positions_angstrom": [[0.027, -0.339, -0.124], [-1.397, -0.648, 1.624], [-2.948, -0.885, 0.870], [-4.062, -1.186, 1.654], [-5.313, -1.394, 1.091], [-6.427, -1.708, 1.939], [-7.310, -1.955, 2.635], [-5.469, -1.297, -0.300], [-4.365, -0.988, -1.084], [-3.108, -0.778, -0.523], [-1.759, -0.361, -1.548], [-6.740, -1.518, -0.925], [-7.749, -1.704, -1.446], [-3.946, -1.265, 2.728], [-4.487, -0.902, -2.157], [5.160, -2.103, 0.370], [4.173, -1.528, -0.617], [4.186, -0.083, -0.498], [2.783, 0.654, -0.299], [1.588, 0.311, -1.873], [1.878, 0.128, 1.375], [3.260, 2.164, -0.212], [3.869, 2.803, -1.354], [3.091, 4.053, -1.683], [5.208, -3.186, 0.252], [4.843, -1.879, 1.389], [6.156, -1.687, 0.212], [3.169, -1.914, -0.429], [4.441, -1.764, -1.647], [3.877, 2.116, -2.204], [4.901, 3.018, -1.077], [2.076, 3.792, -1.975], [3.567, 4.585, -2.510], [3.044, 4.716, -0.818], [0.746, -3.589, -0.219], [0.046, -3.484, -1.719], [-1.172, -3.973, -2.061], [-1.667, -3.377, -3.298], [-0.425, -2.635, -3.837], [0.578, -2.864, -2.800], [-1.793, -4.191, -1.300], [-2.480, -2.679, -3.093], [-2.014, -4.143, -3.991], [-0.624, -1.569, -3.955], [-0.094, -3.043, -4.793], [1.278, -2.163, -2.602], [-0.655, 4.663, -2.592], [-0.193, 5.330, -1.056], [0.117, 6.672, -0.993], [0.486, 7.247, 0.218], [0.538, 6.458, 1.369], [0.227, 5.120, 1.305], [-0.149, 4.489, 0.088], [-0.431, 3.123, 0.058], [0.067, 7.267, -1.895], [0.728, 8.300, 0.262], [0.825, 6.899, 2.315], [0.275, 4.503, 2.194], [-0.664, 2.603, -0.860], [-0.394, 2.536, 0.965]]}

---

(ii)
{"formula": "C22H24ClN4O2PPdS5", "method": "the ωB97M-V functional and the def2-TZVPD basis", "gap_ev": [5.7, 5.9], "charge": -1, "spin_multiplicity": 2, "e_lumo_ev": [1.274, 1.530], "e_homo_ev": [-4.453, -4.389], "s_squared": 1.143, "species": ["Pd", "S", "C", "C", "C", "C", "N", "C", "C", "C", "S", "C", "N", "H", "H", "C", "C", "O", "P", "S", "S", "O", "C", "C", "H", "H", "H", "H", "H", "H", "H", "H", "H", "H", "S", "C", "N", "C", "C", "N", "H", "H", "H", "H", "H", "H", "Cl", "C", "C", "C", "C", "C", "C", "C", "H", "H", "H", "H", "H", "H"], "positions_angstrom": [[-0.228, -0.256, 0.323], [0.312, 2.121, -0.371], [-0.819, 2.993, 0.592], [-0.513, 4.249, 1.103], [-1.435, 4.976, 1.850], [-1.099, 6.253, 2.359], [-0.827, 7.298, 2.759], [-2.726, 4.423, 2.080], [-3.033, 3.170, 1.557], [-2.106, 2.433, 0.830], [-2.506, 0.882, 0.176], [-3.690, 5.119, 2.847], [-4.504, 5.655, 3.460], [0.474, 4.659, 0.933], [-4.012, 2.747, 1.739], [-2.757, -3.960, 2.314], [-3.419, -3.116, 1.242], [-2.516, -2.180, 0.646], [-1.288, -2.567, -0.316], [-1.313, -1.475, -1.974], [0.418, -2.630, 0.743], [-1.742, -4.087, -0.682], [-1.266, -4.776, -1.839], [0.240, -4.973, -1.859], [-3.473, -4.671, 2.728], [-2.381, -3.323, 3.111], [-1.915, -4.505, 1.889], [-4.211, -2.493, 1.659], [-3.848, -3.754, 0.467], [-1.585, -4.228, -2.729], [-1.776, -5.742, -1.812], [0.740, -4.013, -1.975], [0.509, -5.621, -2.695], [0.581, -5.424, -0.928], [2.592, 0.108, 0.759], [2.748, 0.253, -0.902], [1.988, -0.427, -1.792], [2.233, 0.019, -3.155], [3.007, 1.322, -2.929], [3.516, 1.157, -1.566], [1.767, -1.395, -1.606], [1.284, 0.194, -3.663], [2.818, -0.710, -3.722], [2.329, 2.177, -2.992], [3.826, 1.460, -3.635], [3.755, 1.994, -1.058], [1.586, 1.868, 3.328], [1.237, 0.388, 4.145], [2.010, 0.013, 5.228], [1.720, -1.150, 5.924], [0.668, -1.956, 5.505], [-0.080, -1.595, 4.408], [0.150, -0.398, 3.701], [-0.747, 0.029, 2.677], [2.832, 0.643, 5.542], [2.298, -1.421, 6.798], [0.422, -2.857, 6.051], [-0.902, -2.217, 4.086], [-0.798, 1.093, 2.484], [-1.667, -0.532, 2.567]]}

---

The data favor (i); the next most stable structure lies 58.9 kcal/mol above it.

---

(i)
{"formula": "CH5NO3S", "method": "the ωB97M-V functional and the def2-TZVPD basis", "gap_ev": 11.4, "e_lumo_ev": 0.426, "e_homo_ev": -11.006, "species": ["C", "N", "O", "O", "O", "S", "H", "H", "H", "H", "H"], "positions_angstrom": [[-0.625, 1.062, -0.129], [0.950, -1.232, 0.078], [2.731, 0.283, 1.129], [0.710, 1.209, 0.223], [2.481, 0.193, -1.326], [1.896, 0.109, -0.021], [-1.019, 0.126, 0.446], [-0.624, 0.899, -1.174], [-1.263, 1.936, 0.037], [1.656, -2.014, 0.361], [0.263, -0.956, 0.822]]}

---

(ii)
{"formula": "CH5NO3S", "method": "the ωB97M-V functional and the def2-TZVPD basis", "gap_ev": 11.2, "e_lumo_ev": 0.577, "e_homo_ev": -10.598, "species": ["C", "H", "H", "H", "H", "H", "N", "O", "O", "O", "S"], "positions_angstrom": [[-0.508, 1.190, -0.206], [-1.070, 1.803, 0.505], [0.619, 1.325, 0.048], [-0.554, 1.544, -1.258], [0.986, -1.579, -1.217], [1.803, -0.611, 1.131], [0.675, -1.248, -0.266], [-1.920, -0.978, -0.633], [-0.981, -0.570, 1.608], [1.796, -0.352, 0.143], [-0.847, -0.524, 0.145]]}

---

The data favor (i); the next most stable structure lies 35.1 kcal/mol above it.

---

(i)
{"formula": "C3H4N2O3", "method": "the ωB97M-V functional and the def2-TZVPD basis", "gap_ev": 10.7, "e_lumo_ev": 0.646, "e_homo_ev": -10.039, "species": ["C", "C", "C", "N", "N", "O", "O", "O", "H", "H", "H", "H"], "positions_angstrom": [[1.627, -0.799, 0.205], [1.686, 0.332, 0.949], [0.821, -0.363, -0.906], [0.404, 0.853, -0.784], [-2.524, 0.180, 0.477], [-3.418, -0.477, 0.893], [-2.464, 0.382, -0.884], [0.937, 1.284, 0.434], [2.116, -1.730, 0.527], [1.913, 0.399, 1.904], [0.590, -0.960, -1.853], [-1.689, 0.899, -0.962]]}

---

(ii)
{"formula": "C3H4N2O3", "method": "the ωB97M-V functional and the def2-TZVPD basis", "gap_ev": 6.8, "e_lumo_ev": -1.246, "e_homo_ev": -8.020, "species": ["C", "C", "C", "H", "H", "H", "H", "N", "N", "O", "O", "O"], "positions_angstrom": [[-1.290, -0.415, -0.140], [0.490, -1.554, -0.226], [-0.336, 0.498, 0.003], [-2.181, 1.051, 1.119], [0.959, -2.471, 0.066], [2.506, 0.633, 0.825], [0.399, 2.017, -1.053], [-0.926, -1.592, -0.143], [0.945, -0.305, -0.086], [-2.534, 0.099, -0.082], [2.287, 0.200, -0.073], [-0.320, 1.838, -0.211]]}

---

(iii)
{"formula": "C3H4N2O3", "method": "the ωB97M-V functional and the def2-TZVPD basis", "gap_ev": 9.6, "e_lumo_ev": -0.594, "e_homo_ev": -10.210, "species": ["C", "C", "C", "H", "H", "H", "H", "N", "N", "O", "O", "O"], "positions_angstrom": [[-0.934, -1.707, -0.284], [0.148, -0.667, 0.116], [0.948, 2.248, 0.385], [-1.047, -3.683, 0.280], [0.826, -0.804, 1.041], [0.351, 2.196, -1.472], [0.976, 3.325, 0.162], [-0.294, 0.254, -0.643], [0.267, 1.573, -0.562], [-0.498, -2.977, 0.452], [-1.939, -1.565, -1.077], [1.196, 1.807, 1.600]]}

---

(iv)
{"formula": "C3H4N2O3", "method": "the ωB97M-V functional and the def2-TZVPD basis", "gap_ev": 9.2, "e_lumo_ev": -0.219, "e_homo_ev": -9.376, "species": ["C", "C", "C", "H", "H", "H", "H", "N", "N", "O", "O", "O"], "positions_angstrom": [[0.456, -0.305, 0.196], [-1.260, 1.134, 0.303], [-0.497, -1.201, 0.205], [2.217, 1.326, 0.230], [-1.420, 2.200, 0.223], [-1.443, 0.708, 1.268], [0.065, -2.072, 0.526], [1.723, -0.724, 0.003], [-1.668, -1.041, -0.022], [2.627, 0.289, -0.287], [0.212, 0.991, 0.138], [-1.839, 0.273, -0.643]]}

---

The data favor (iii); the next most stable structure lies 26.3 kcal/mol above it.